Molecular formula: C21H44F7NO8PS
Method: DFT, ωB97M-V/def2-TZVPD

Structure (XYZ):
```
83
Properties=species:S:1:pos:R:3:forces:R:3:mulliken_charge:R:1
O -4.17455 2.03145 5.16537 -0.05 0.03 0.05 -0.775
P -3.10410 1.63565 4.26246 0.07 -0.23 -0.31 0.724
O -1.77388 2.50906 4.23909 0.18 -0.16 -0.06 -0.479
O -3.41886 1.64112 2.69737 -0.30 0.21 0.30 -0.274
C -2.63733 -0.10011 4.50510 -0.10 -0.18 0.13 -1.335
C -1.71276 -0.75469 3.46679 -0.02 -0.09 -0.18 1.138
C -1.32767 -2.13730 4.00335 -0.22 -0.11 0.01 -1.348
N -0.31150 -2.84657 3.13232 -0.02 0.11 -0.02 0.141
C 0.88780 -1.98505 2.86389 -0.15 0.02 0.00 -1.418
C 0.38566 -0.73738 2.12982 -0.30 -0.23 0.13 0.313
S 1.89780 0.01177 1.52183 -0.24 0.27 -0.03 1.494
O 2.72275 0.19757 2.67501 0.17 -0.05 0.10 -0.733
O 2.30637 -0.74483 0.38350 0.10 -0.09 -0.09 -0.542
C 1.59993 1.76441 0.91026 -0.30 -0.21 -0.18 0.490
F 2.77882 2.04493 0.37376 0.34 0.34 -0.06 -0.149
F 1.38755 2.53800 1.97169 -0.10 0.09 0.30 -0.238
C 0.48622 1.98728 -0.16188 0.10 -0.18 0.37 0.678
F 0.98206 1.69183 -1.35169 0.22 -0.06 -0.51 -0.257
F -0.53861 1.13703 0.08487 -0.19 -0.04 0.27 -0.041
C -0.08308 3.42735 -0.18916 -0.02 0.11 0.07 0.335
F -0.91056 3.54573 -1.22163 0.01 -0.04 0.04 -0.225
F -0.74799 3.67775 0.93544 -0.08 -0.02 -0.08 -0.183
F 0.91211 4.29684 -0.31783 0.02 -0.02 -0.01 -0.251
C -0.48732 0.08309 3.06913 0.13 0.00 0.26 -0.878
H -1.14689 2.30331 4.94240 -0.12 0.25 0.13 0.359
H -4.37831 1.55310 2.56380 0.12 0.02 -0.35 0.324
H -3.62442 -0.57366 4.43898 0.11 -0.11 0.16 0.380
H -2.29710 -0.25952 5.53488 0.07 0.12 -0.09 0.522
H -2.31842 -0.92218 2.56620 0.12 0.15 -0.03 0.266
H -2.20695 -2.78302 4.03272 0.06 0.03 0.11 0.397
H -0.89944 -2.09141 5.00645 0.09 0.05 -0.10 0.442
H -0.01581 -3.71338 3.58584 -0.04 0.03 0.00 0.401
H -0.74193 -3.11790 2.24361 0.02 0.03 0.01 0.444
H 1.62104 -2.55934 2.29756 -0.09 -0.02 -0.01 0.553
H 1.29276 -1.71228 3.83866 0.14 -0.04 -0.10 0.324
H -0.20608 -1.03969 1.26013 0.22 0.07 -0.15 -0.111
H -0.81419 1.00991 2.60294 -0.03 -0.06 -0.03 0.336
H 0.09445 0.34847 3.96100 0.01 0.02 -0.09 0.278
C 8.34320 0.32516 -1.58136 -0.03 -0.04 -0.01 -1.000
C 7.80661 0.96292 -2.85074 0.03 0.03 -0.01 -0.300
O 6.67301 0.30790 -3.39639 0.00 0.00 -0.02 -0.439
C 5.53208 0.24240 -2.56564 -0.04 -0.04 0.02 -0.407
C 4.97597 1.59591 -2.15303 0.03 -0.02 -0.09 -0.509
H 8.59107 -0.72288 -1.75378 0.00 0.00 0.00 0.283
H 9.24651 0.84669 -1.26330 0.01 -0.01 -0.01 0.387
H 7.62736 0.37657 -0.75951 0.01 0.03 0.00 0.235
H 8.55692 0.90903 -3.63908 0.01 0.01 0.01 0.351
H 7.59586 2.02541 -2.68256 -0.03 -0.01 0.01 0.285
H 5.72991 -0.36916 -1.67655 0.03 0.02 0.00 0.304
H 4.79101 -0.29399 -3.16026 -0.01 0.00 0.02 0.269
H 5.67683 2.15897 -1.53562 -0.02 -0.02 0.04 0.313
H 4.06216 1.44612 -1.57731 0.01 0.01 -0.03 -0.091
H 4.73929 2.19655 -3.03257 0.00 0.01 0.01 0.315
C -5.16609 -1.18010 -1.58599 0.03 0.03 0.02 -1.005
C -5.82296 -0.34226 -0.50458 -0.08 -0.02 0.04 -0.371
O -4.91234 0.45214 0.24730 0.05 -0.01 0.13 -0.432
C -4.16408 1.40479 -0.49869 0.10 0.08 -0.03 1.074
C -5.00401 2.43343 -1.23249 -0.08 -0.05 0.04 -1.489
H -4.40282 -1.83330 -1.15914 0.00 -0.02 0.00 0.179
H -5.91760 -1.80140 -2.07353 0.00 -0.02 0.01 0.475
H -4.69793 -0.56686 -2.35662 -0.04 0.01 -0.02 0.265
H -6.29640 -0.99032 0.23331 -0.01 0.00 -0.01 0.385
H -6.61246 0.28271 -0.93273 0.03 0.03 -0.01 0.302
H -3.48765 0.89743 -1.19585 -0.04 -0.02 -0.01 -0.494
H -3.54330 1.90043 0.24719 0.06 0.03 -0.04 0.092
H -5.62596 1.98394 -2.00684 0.03 0.00 -0.03 0.321
H -4.35058 3.15962 -1.71692 0.01 0.01 0.02 0.401
H -5.65585 2.96567 -0.53858 0.00 0.01 -0.01 0.380
C 0.84244 -3.14645 -4.15888 0.03 0.03 0.05 -1.024
C -0.35161 -3.42373 -3.26477 0.00 -0.06 -0.07 -0.309
O -0.26068 -2.82963 -1.97440 -0.07 -0.04 0.18 -0.486
C -0.15334 -1.41947 -1.94751 0.02 0.08 -0.17 0.979
C -1.34428 -0.68955 -2.54872 -0.03 -0.08 0.04 -1.040
H 1.76571 -3.47844 -3.68278 0.00 0.00 -0.01 0.277
H 0.72612 -3.68472 -5.09963 0.00 -0.02 0.01 0.421
H 0.94311 -2.08733 -4.39922 -0.03 -0.01 -0.03 0.245
H -0.42827 -4.49226 -3.06558 0.00 0.00 -0.02 0.373
H -1.28045 -3.12284 -3.76144 0.01 0.04 0.03 0.287
H 0.77498 -1.08972 -2.42715 0.00 -0.02 0.01 0.193
H -0.05511 -1.17410 -0.88954 0.00 0.04 -0.02 -1.043
H -1.45806 -0.90003 -3.61203 0.04 0.01 -0.01 0.438
H -1.21603 0.38848 -2.44260 0.01 -0.01 0.00 0.450
H -2.26985 -0.98106 -2.04795 0.03 0.00 -0.01 0.061
```
Forces are in eV/Å.

Properties
- HOMO: -11.1 eV
- Kohn-Sham gap: 7.627 eV
- Charge: +1

Molecular formula: C8H7ClN3O5S5Tl
Method: DFT, ωB97M-V/def2-TZVPD

Structure (XYZ):
```
30
Properties=species:S:1:pos:R:3:forces:R:3:mulliken_charge:R:1
Tl -1.65371 -1.21517 -0.57728 -0.07 -0.02 0.13 0.713
O -2.40864 -1.13782 3.88713 0.08 -0.01 -0.17 -0.654
Cl -1.54418 -1.08254 2.75566 0.03 0.09 0.03 1.713
O -0.16987 -0.93979 3.15399 -0.14 0.02 -0.04 -0.629
O -1.91734 0.05898 1.89749 0.08 -0.08 0.12 -0.651
O -1.69479 -2.27762 1.93227 0.07 0.06 -0.04 -0.701
S -5.28981 3.58363 -5.15124 -0.02 0.22 0.03 -0.166
C -4.29113 3.11322 -3.97607 -0.06 -0.51 -0.18 0.148
S -4.82467 2.70615 -2.36637 0.06 0.18 0.02 -0.012
C -3.28548 2.24692 -1.68926 -0.03 0.04 0.18 0.135
C -2.18501 2.14633 -2.69754 0.19 -0.08 -0.16 0.190
S -0.73709 1.47579 -2.42425 -0.10 0.10 0.05 -0.201
S -2.59996 2.77199 -4.26555 -0.03 0.11 0.10 -0.018
S -3.10862 1.95250 -0.11255 0.00 -0.07 -0.09 -0.102
C 3.35632 -2.97841 -0.12525 -0.05 0.10 0.05 -0.995
N 2.70042 -1.71538 0.21454 -0.01 -0.06 -0.02 0.108
C 3.33595 -0.75007 0.92513 0.03 -0.04 -0.01 -0.040
C 2.71529 0.38388 1.30197 -0.02 0.10 0.02 -1.135
C 1.33857 0.51694 0.94130 -0.11 -0.03 0.15 0.803
N 0.73202 -0.40142 0.21062 0.02 -0.11 -0.08 -0.040
C 1.36508 -1.54582 -0.14983 0.07 -0.10 -0.11 0.420
O 0.79021 -2.42835 -0.79098 0.02 0.13 0.10 -0.718
N 0.62137 1.58368 1.32700 0.08 -0.09 -0.10 -0.295
H 4.43401 -2.83706 -0.09230 -0.01 0.02 0.02 0.339
H 3.05337 -3.27979 -1.12157 -0.01 0.02 -0.06 0.326
H 3.06470 -3.76138 0.57332 -0.02 0.01 0.02 0.315
H 4.37001 -0.94827 1.17368 -0.02 -0.03 -0.01 0.338
H 3.22661 1.14286 1.87517 -0.01 -0.05 -0.02 0.397
H 0.99095 2.15224 2.06804 -0.01 0.03 0.02 0.261
H -0.38458 1.46377 1.30271 -0.02 0.00 0.04 0.151
```
Forces are in eV/Å.

Properties
- HOMO: -9.3 eV
- Kohn-Sham gap: 6.609 eV